1.
Below is a structure of composition C20H17BrHgN5O3S, with properties calculated with ωB97M-V/def2-TZVPD.

The geometry in XYZ format:
```
48
Properties=species:S:1:pos:R:3:forces:R:3
Hg 0.181 -0.379 -0.186 0.18 1.73 -0.50
N 3.024 -2.288 2.320 0.43 -1.09 0.42
C 2.286 -1.296 1.723 -0.34 1.11 0.08
S 2.569 -1.126 0.007 0.52 -0.30 -0.49
N 1.530 -0.570 2.476 0.12 -0.32 0.31
N 0.730 0.326 1.832 1.10 -1.34 -0.41
C 0.126 1.228 2.549 -0.96 1.39 0.89
C -0.629 2.305 2.003 0.70 -1.08 0.34
C -1.252 3.195 2.891 -0.33 0.36 0.36
C -1.936 4.312 2.466 -0.11 0.27 0.01
C -2.002 4.583 1.102 -0.63 0.85 0.52
C -1.417 3.727 0.198 0.53 -0.95 -0.32
C -0.718 2.553 0.582 -0.86 1.47 0.12
O -0.178 1.838 -0.329 0.38 -0.50 -1.04
H 3.830 -2.582 1.795 0.06 0.05 0.16
H 3.096 -2.245 3.324 0.08 0.13 -0.03
H 0.264 1.199 3.637 0.00 0.01 -0.08
H -1.177 2.996 3.956 0.02 -0.09 0.05
H -2.408 4.976 3.182 0.00 0.04 0.06
H -2.521 5.470 0.752 -0.05 0.04 -0.02
H -1.467 3.931 -0.863 0.02 -0.02 -0.16
N -2.163 -0.918 -2.953 0.26 -0.10 -0.23
C -2.945 -0.699 -1.846 0.16 0.35 0.33
C -4.333 -0.838 -1.903 -0.66 0.01 0.41
C -5.089 -0.568 -0.766 0.74 -0.06 -0.28
C -4.422 -0.152 0.383 -0.60 -0.04 0.02
C -3.051 -0.020 0.346 0.48 -0.09 -0.32
N -2.312 -0.290 -0.736 -0.74 -0.19 -0.16
H -2.572 -1.517 -3.656 0.05 0.07 0.18
H -1.220 -1.201 -2.687 -0.10 -0.07 -0.09
H -4.804 -1.165 -2.821 -0.01 -0.02 -0.05
H -6.164 -0.696 -0.779 -0.01 0.04 0.00
H -4.966 0.060 1.294 0.06 0.05 0.01
H -2.497 0.298 1.220 0.09 0.09 0.10
Br -0.249 -4.550 2.314 0.04 -0.48 -0.01
C -0.207 -5.293 0.558 -0.07 1.29 -0.03
C -0.118 -6.662 0.476 0.03 -0.95 -0.42
C -0.062 -7.292 -0.766 -0.02 0.68 -0.05
C -0.081 -6.506 -1.925 0.00 -1.08 0.30
C -0.163 -5.143 -1.835 -0.09 0.91 0.63
C -0.238 -4.479 -0.592 0.20 -2.05 0.02
C -0.297 -3.014 -0.555 -0.31 2.17 0.25
O -0.118 -2.377 -1.636 -0.07 -1.04 -0.08
O -0.517 -2.435 0.545 -0.29 -1.46 -0.70
H -0.091 -7.251 1.383 0.00 0.05 0.01
H 0.003 -8.370 -0.825 0.01 -0.04 -0.01
H -0.030 -6.992 -2.893 0.01 0.06 -0.03
H -0.165 -4.523 -2.719 0.01 0.10 -0.03
```
Forces are in eV/Å.

Summary:
* multiplicity: 2
* calculated total energy: -4397.4528 a.u.
* HOMO (spin up / spin down): 2.561 / -0.223 eV
* net charge: -2
* orbital gap (spin up / spin down): 1.8 / 4.6 eV

2.
Below is a structure of composition C20H17ClN3O4S2Zn, with properties calculated with ωB97M-V/def2-TZVPD.

The geometry in XYZ format:
```
48
Properties=species:S:1:pos:R:3:forces:R:3
Zn -0.753 -0.240 -1.382 -0.09 -0.10 0.12
O -0.542 -3.423 -1.060 -0.08 0.03 -0.07
C 0.819 -3.029 -1.195 -0.08 0.01 -0.03
C 1.252 -2.067 -0.110 0.07 0.04 0.11
C 2.323 -2.558 0.672 -0.12 -0.07 0.14
C 3.249 -2.223 1.676 0.09 -0.16 -0.17
C 2.272 0.288 1.158 0.19 -0.21 0.36
C 0.802 0.045 1.019 0.15 0.00 -0.02
N 0.589 -0.905 -0.085 -0.02 0.20 -0.15
H -0.679 -3.693 -0.145 -0.02 0.02 -0.01
H 0.889 -2.558 -2.173 -0.01 0.04 -0.07
H 1.470 -3.905 -1.191 -0.02 0.02 -0.01
H 2.605 -3.553 0.335 -0.03 0.02 0.00
H 3.885 -1.177 3.446 -0.01 -0.19 0.03
H 3.960 0.444 2.110 -0.28 0.12 0.20
H 0.380 1.002 0.695 -0.07 0.03 0.00
S -2.255 1.931 0.502 0.12 -0.13 0.01
C -2.089 2.282 -1.127 -0.17 -0.06 0.05
N -1.400 1.575 -2.016 0.09 -0.17 -0.13
C -1.541 2.049 -3.318 0.18 0.14 0.06
C -0.939 1.526 -4.460 -0.01 -0.03 -0.01
C -1.168 2.139 -5.680 0.01 -0.01 0.00
C -1.977 3.269 -5.782 0.00 -0.01 0.00
C -2.570 3.805 -4.651 -0.01 0.01 0.01
C -2.345 3.191 -3.428 0.02 0.00 0.00
S -2.931 3.638 -1.854 0.02 0.02 -0.02
H -0.321 0.643 -4.393 0.00 -0.01 0.02
H -0.709 1.727 -6.569 0.00 0.00 0.00
H -2.144 3.730 -6.747 0.00 0.00 0.00
H -3.196 4.686 -4.717 0.00 0.00 0.00
Cl 3.067 -0.694 2.417 -0.12 0.33 -0.34
C 1.791 -0.446 3.918 0.08 0.21 -0.04
C 2.304 -0.389 5.187 0.01 0.19 0.20
C 1.476 0.047 6.220 0.01 -0.02 -0.05
C 0.175 0.437 5.933 -0.04 0.02 -0.02
C -0.321 0.361 4.635 0.08 0.00 0.06
C 0.486 -0.104 3.603 0.06 -0.17 -0.14
C -0.033 -0.426 2.235 -0.09 -0.06 0.03
H 3.335 -0.666 5.400 0.02 -0.04 -0.14
H 1.847 0.092 7.237 0.00 0.00 0.00
H -0.465 0.796 6.730 0.00 0.00 -0.01
H -1.344 0.646 4.419 -0.01 -0.01 0.01
H -0.096 -1.517 2.183 0.05 0.00 -0.02
H -1.048 -0.046 2.113 0.00 0.01 -0.01
O -2.650 -2.418 -3.725 -0.02 0.00 -0.04
N -2.052 -1.707 -2.962 0.02 -0.04 0.09
O -2.556 -1.275 -1.885 0.02 0.01 0.03
O -0.851 -1.330 -3.191 0.00 -0.01 -0.04
```
Forces are in eV/Å.

Summary:
* calculated total energy: -4272.9073 a.u.
* HOMO (spin up / spin down): -4.180 / -3.605 eV
* net charge: -1
* orbital gap (spin up / spin down): 6.4 / 5.9 eV

3.
Below is a structure of composition C20H17CoI4N4OS, with properties calculated with ωB97M-V/def2-TZVPD.

The geometry in XYZ format:
```
48
Properties=species:S:1:pos:R:3:forces:R:3
Co -0.271 -0.852 -0.736 0.11 0.25 0.40
I 1.050 -0.954 6.728 -0.02 -0.01 -0.04
C 0.421 -1.166 4.750 -0.01 -0.09 0.15
C -0.354 -2.254 4.380 0.01 0.02 0.00
C -0.754 -2.381 3.062 -0.08 -0.18 -0.10
I -1.894 -4.032 2.487 0.04 0.04 0.05
C -0.412 -1.443 2.079 0.09 0.09 -0.22
O -0.873 -1.608 0.836 -0.21 -0.09 0.23
C 0.393 -0.354 2.478 0.02 0.10 0.01
C 0.858 0.708 1.504 -0.11 -0.06 0.05
N 1.325 0.055 0.274 0.10 -0.09 -0.13
C 2.000 0.849 -0.747 -0.03 -0.09 -0.05
C 2.147 -0.023 -1.983 -0.11 -0.05 0.09
C 3.157 0.167 -2.907 0.10 0.02 -0.04
C 3.245 -0.682 -3.997 0.03 -0.01 -0.06
C 2.330 -1.718 -4.133 0.02 -0.01 0.00
C 1.349 -1.852 -3.174 0.05 0.06 0.05
N 1.249 -1.015 -2.128 -0.07 -0.08 -0.23
C 0.797 -0.234 3.804 0.05 0.07 -0.09
H -0.641 -3.000 5.108 0.00 0.00 -0.01
H 1.655 1.293 1.968 0.03 0.03 0.01
H 0.051 1.395 1.238 -0.05 0.02 -0.03
H 1.928 -0.722 0.541 0.01 0.01 0.04
H 2.982 1.209 -0.431 0.05 0.03 0.00
H 1.388 1.725 -0.978 -0.03 0.00 -0.01
H 3.876 0.963 -2.764 -0.02 -0.01 0.00
H 4.033 -0.549 -4.727 -0.02 -0.01 0.02
H 2.383 -2.417 -4.956 0.00 0.02 0.01
H 0.620 -2.653 -3.224 0.00 0.03 0.02
H 1.419 0.604 4.097 -0.02 -0.01 -0.03
I 1.913 -3.677 0.119 0.09 -0.14 0.07
I 3.069 -5.470 1.709 -0.07 0.13 -0.07
N -0.828 0.851 -3.571 0.06 0.02 0.05
C -1.473 1.308 -2.471 -0.08 0.05 0.07
N -1.572 0.650 -1.341 0.06 0.02 -0.12
C -2.322 1.394 -0.401 0.01 -0.08 -0.03
C -2.713 0.962 0.862 0.01 -0.04 0.06
C -3.445 1.827 1.658 0.01 0.01 -0.02
C -3.801 3.100 1.210 0.01 -0.02 0.01
C -3.446 3.525 -0.058 -0.03 0.03 0.01
C -2.713 2.653 -0.849 0.03 0.01 -0.05
S -2.185 2.887 -2.495 -0.02 0.02 -0.03
H -0.661 -0.137 -3.648 -0.03 -0.01 -0.02
H -0.950 1.346 -4.438 -0.02 -0.01 -0.01
H -2.464 -0.035 1.196 0.02 0.02 0.00
H -3.754 1.500 2.642 0.01 0.01 -0.03
H -4.374 3.756 1.851 0.01 -0.02 -0.01
H -3.739 4.501 -0.424 0.01 -0.03 0.02
```
Forces are in eV/Å.

Summary:
* multiplicity: 4
* calculated total energy: -4038.2245 a.u.
* HOMO (spin up / spin down): -10.153 / -10.202 eV
* net charge: +1
* orbital gap (spin up / spin down): 6.2 / 6.1 eV

4.
Below is an isolated molecule of C20H17F4N3O2S, with properties calculated with ωB97M-V/def2-TZVPD.

The geometry in XYZ format:
```
47
Properties=species:S:1:pos:R:3:forces:R:3
C 0.882 3.136 1.529 -1.33 -0.34 -0.43
C 1.132 2.112 0.388 -0.41 0.27 0.61
O 2.011 2.346 -0.409 -0.01 -0.52 -0.22
N 0.334 0.945 0.242 0.25 0.25 0.02
N -0.619 0.578 1.172 -0.83 -0.48 0.14
C -1.400 -0.396 0.782 2.40 2.20 -0.41
C -2.505 -0.905 1.542 -0.24 0.48 1.36
C -3.426 -1.728 0.884 -0.69 -0.63 -0.10
C -4.470 -2.310 1.589 0.32 0.82 1.40
F -5.375 -3.097 0.970 0.41 0.29 0.17
C -4.609 -2.045 2.974 1.16 0.56 -1.38
C -3.713 -1.189 3.637 -0.24 -0.27 -1.03
C -2.676 -0.583 2.915 -0.68 -0.70 0.53
F -1.872 0.253 3.636 -0.38 -0.72 -1.13
S -1.012 -0.997 -0.807 -1.17 -0.27 0.07
C 0.487 0.040 -0.914 -0.98 -0.94 -0.75
C 0.380 0.715 -2.269 -0.30 1.41 -0.20
C -0.721 1.564 -2.598 1.78 -1.12 -0.59
C -0.796 2.204 -3.816 -0.01 0.01 -0.01
F -1.881 2.961 -4.093 0.46 -0.23 -0.07
C 0.232 2.045 -4.742 0.60 0.07 -0.37
F 0.172 2.702 -5.953 0.14 -0.88 1.46
C 1.332 1.239 -4.404 -0.86 1.10 -1.61
C 1.397 0.581 -3.211 0.62 -0.97 1.34
O 2.511 -0.236 -3.023 -0.42 0.65 0.33
C 2.828 -0.569 -1.659 0.01 -0.82 0.34
C 1.562 -1.073 -0.944 1.10 0.67 0.25
C 1.864 -1.751 0.399 0.43 0.28 0.26
C 2.554 -0.881 1.446 -0.51 0.12 0.39
N 2.834 -1.724 2.608 0.59 0.07 0.15
H -0.114 3.020 2.021 0.90 -0.07 -0.32
H 0.921 4.143 1.067 0.04 -0.67 0.11
H 1.679 3.098 2.272 -0.05 -0.26 -0.10
H -3.362 -1.917 -0.199 0.15 0.10 0.64
H -5.418 -2.463 3.501 -0.83 -0.54 0.55
H -3.866 -0.999 4.697 0.23 0.11 -0.27
H -1.554 1.634 -1.961 -0.84 0.20 0.91
H 2.147 1.119 -5.094 0.14 0.06 -0.28
H 3.339 0.253 -1.129 -0.49 -0.03 -0.39
H 3.537 -1.424 -1.669 -0.32 0.56 -0.43
H 1.140 -1.868 -1.574 0.14 0.31 -0.13
H 0.949 -2.130 0.875 0.05 -0.10 -0.38
H 2.548 -2.603 0.231 -0.46 0.19 -0.07
H 3.458 -0.440 1.042 0.43 -0.12 0.06
H 1.916 -0.046 1.738 -0.07 0.07 -0.17
H 1.964 -2.118 2.949 0.11 0.10 0.14
H 3.278 -1.197 3.366 -0.36 -0.27 -0.39
```
Forces are in eV/Å.

Summary:
* calculated total energy: -1884.6886 a.u.
* HOMO: -8.504 eV
* orbital gap: 8.1 eV

Computed values of energy relative to the best compared isomer or geometry (same formula, charge and spin) (unit: kJ/mol) for the preceding records, in sequence: 18.8, 1570.3, 69.4, 0.0.
Computed values of max |F| (unit: hartree/bohr) for the preceding records, in sequence: 0.0428, 0.0094, 0.0095, 0.0638.